{"formula": "C26H33FeO5", "method": "ωB97M-V with the def2-TZVPD basis set", "symbols": ["O", "C", "C", "H", "H", "C", "H", "H", "C", "H", "H", "H", "C", "H", "H", "H", "Fe", "C", "C", "C", "H", "C", "C", "H", "H", "H", "H", "C", "C", "C", "H", "C", "C", "H", "H", "H", "H", "O", "C", "C", "H", "H", "C", "H", "H", "C", "H", "H", "H", "H", "O", "C", "C", "C", "C", "C", "C", "C", "O", "O", "H", "H", "H", "H", "H"], "coordinates": [[1.1980, -2.1941, -1.6948], [0.4888, -1.4177, -2.6550], [-0.3556, -2.5928, -3.2232], [1.2365, -0.9477, -3.3519], [0.0025, -0.5733, -2.1235], [0.2909, -3.3427, -1.9646], [-0.1873, -2.9616, -4.2828], [-1.4396, -2.4130, -3.0018], [1.2374, -4.5429, -2.0651], [2.1452, -4.2782, -2.6641], [0.7760, -5.4156, -2.5370], [1.4941, -4.8705, -1.0430], [-0.9550, -3.4649, -1.0398], [-1.7105, -2.6652, -1.1315], [-0.8093, -3.4399, 0.0412], [-1.4999, -4.3819, -1.2522], [-0.8277, 0.8418, 1.1485], [-3.2993, 0.3379, 1.2843], [-2.9830, 1.7088, 0.9890], [-2.3203, 1.7486, -0.2759], [-3.3312, 2.5603, 1.5573], [-2.1577, 0.3934, -0.7332], [-2.7887, -0.4710, 0.2244], [-2.9449, -1.5448, 0.1402], [-3.8956, -0.0235, 2.1292], [-2.0770, 2.6524, -0.8385], [-1.7354, 0.0987, -1.6885], [-0.7342, -0.2873, 3.5895], [-1.2515, -1.4163, 2.8968], [-0.3568, -1.7244, 1.8425], [-2.1466, -1.9896, 3.1621], [0.6880, -0.7486, 1.7994], [0.4666, 0.1326, 2.9372], [1.1748, 0.8661, 3.3068], [-1.1053, 0.1034, 4.5383], [-0.3491, -2.6413, 1.2731], [1.6022, -0.8386, 1.2131], [2.6245, -0.4218, -3.5862], [2.7745, -1.5697, -4.5522], [3.7167, -1.1809, -5.7022], [1.7703, -1.7828, -4.9402], [3.1131, -2.4409, -3.9782], [3.9158, 0.3173, -5.5717], [3.2942, -1.3786, -6.6893], [4.6679, -1.7231, -5.6435], [3.3292, 0.7297, -4.2149], [3.3868, 0.8413, -6.3731], [4.9813, 0.5364, -5.6482], [2.6496, 1.5920, -4.3310], [4.1730, 0.9800, -3.5533], [-2.5246, 2.1906, 3.7387], [-1.7915, 3.1148, 4.4206], [-1.8791, 3.1985, 5.8182], [-1.0318, 4.0931, 6.4687], [-0.0163, 4.7690, 5.7576], [0.1392, 4.5584, 4.3868], [-0.8507, 3.8523, 3.7147], [-0.8663, 3.5778, 2.2512], [-1.3141, 4.3960, 1.4445], [-0.3586, 2.3998, 1.9865], [-3.2527, 1.8815, 4.3056], [-2.6323, 2.6051, 6.3285], [-1.1944, 4.2464, 7.5383], [0.6319, 5.4622, 6.2914], [1.0052, 4.8990, 3.8262]], "atomic_forces_ev_per_a": [[-1.3, -1.3, 0.4], [0.4, 1.3, -1.4], [0.0, 0.2, 0.7], [-2.4, -0.6, 1.3], [-0.3, -0.6, -0.5], [-0.3, 0.7, -0.4], [0.1, 0.6, 1.3], [0.9, -0.5, -0.9], [-0.5, -0.2, -0.2], [-0.8, -0.1, 0.7], [-0.1, 0.1, 0.0], [0.2, 0.3, -0.4], [0.1, -0.1, 1.0], [0.7, -0.1, -0.5], [0.6, -0.7, -0.5], [0.1, -0.2, -0.3], [-1.0, -1.9, 0.8], [0.4, 0.2, -0.8], [-0.6, -0.6, -1.0], [-0.3, -0.2, 0.1], [0.4, -0.1, -0.1], [-0.5, 0.1, 0.6], [-0.2, 0.9, 0.1], [0.3, 0.4, 0.1], [0.5, 0.2, -0.3], [0.1, -0.4, 0.4], [-0.1, 0.0, 0.3], [0.7, 0.0, -0.4], [0.9, -0.5, -0.6], [-0.7, 0.0, 0.9], [0.4, 0.3, -0.1], [-0.1, 0.8, 1.1], [0.2, -1.3, -0.3], [-0.4, 0.0, -0.2], [0.0, 0.1, -0.5], [-0.1, 0.6, 0.1], [-0.3, 0.1, 0.1], [3.4, 0.7, -3.3], [-0.3, 0.4, 0.4], [0.0, -0.3, 0.3], [0.2, 0.0, 0.1], [-0.1, 0.3, -0.1], [-0.2, 0.3, -0.1], [-0.1, -0.3, 0.2], [-0.2, 0.1, 0.1], [0.4, -0.5, 0.7], [0.2, 0.0, 0.1], [-0.1, 0.3, 0.1], [0.1, -0.5, 0.3], [-0.5, 0.2, 0.1], [-0.9, 0.1, 0.3], [0.2, -0.2, 1.4], [0.3, 0.6, -0.8], [0.0, 0.2, -0.2], [-0.3, -0.3, 0.5], [-0.7, 0.1, 0.2], [0.1, -0.8, 0.1], [0.0, 1.2, -1.5], [0.6, -1.3, 0.9], [0.4, 1.8, -0.2], [0.4, 0.1, -0.3], [0.1, 0.1, 0.2], [0.3, 0.1, -0.3], [0.0, -0.3, -0.1], [-0.3, 0.4, 0.2]], "lumo_ev": [0.6106, -1.0660], "s_squared": 8.776, "spin_multiplicity": 6}

{"formula": "C26H33N2O2", "method": "ωB97M-V with the def2-TZVPD basis set", "symbols": ["C", "C", "C", "C", "C", "C", "C", "C", "C", "C", "O", "C", "O", "C", "N", "C", "C", "C", "C", "C", "C", "C", "N", "C", "C", "C", "C", "C", "C", "C", "H", "H", "H", "H", "H", "H", "H", "H", "H", "H", "H", "H", "H", "H", "H", "H", "H", "H", "H", "H", "H", "H", "H", "H", "H", "H", "H", "H", "H", "H", "H", "H", "H"], "coordinates": [[4.3986, 1.0812, -2.5411], [3.4503, 0.1199, -1.8285], [4.1677, -1.2015, -1.5584], [2.8394, 0.6838, -0.5276], [3.8551, 0.9484, 0.5878], [3.2170, 1.8173, 1.6654], [3.0066, 3.2460, 1.1515], [1.9349, 3.9612, 1.9698], [2.6638, 3.2342, -0.3497], [1.9932, 1.9434, -0.8037], [0.7159, 1.8773, -0.1130], [-0.1857, 1.0400, -0.5441], [-0.0874, 0.2376, -1.4340], [-1.4944, 1.1983, 0.2663], [-2.2633, -0.0121, 0.1668], [-1.7851, -1.2429, 0.4209], [-0.4923, -1.5238, 1.0357], [-0.1310, -0.9116, 2.2369], [1.1018, -1.1741, 2.8040], [1.9825, -2.0468, 2.1844], [1.6253, -2.6628, 0.9956], [0.3956, -2.4056, 0.4174], [-2.6744, -2.1650, 0.0351], [-2.5758, -3.5917, 0.1918], [-3.7636, -1.5189, -0.5132], [-4.9419, -2.0028, -1.0659], [-5.8391, -1.0672, -1.5392], [-5.5767, 0.3029, -1.4654], [-4.4087, 0.7920, -0.9160], [-3.4978, -0.1410, -0.4390], [5.2602, 1.3164, -1.9222], [3.9011, 2.0071, -2.8168], [4.7637, 0.6157, -3.4533], [2.6080, -0.0869, -2.4998], [4.4657, -1.6600, -2.4977], [5.0620, -1.0424, -0.9623], [3.5143, -1.8931, -1.0323], [2.1469, -0.0830, -0.1588], [4.1725, -0.0031, 1.0148], [4.7374, 1.4536, 0.1975], [3.8465, 1.8391, 2.5557], [2.2551, 1.3817, 1.9488], [3.9442, 3.7974, 1.2717], [1.8556, 5.0032, 1.6697], [0.9676, 3.4852, 1.8287], [2.1878, 3.9309, 3.0271], [2.0100, 4.0754, -0.5831], [3.5723, 3.3469, -0.9390], [1.7587, 1.9936, -1.8736], [-2.0676, 2.0180, -0.1710], [-1.2556, 1.4537, 1.2999], [-0.8279, -0.2619, 2.7451], [1.3730, -0.7007, 3.7346], [2.9442, -2.2477, 2.6293], [2.3057, -3.3492, 0.5161], [0.1382, -2.8514, -0.5305], [-1.7630, -3.8347, 0.8731], [-3.5123, -3.9747, 0.5977], [-2.3919, -4.0674, -0.7730], [-5.1465, -3.0588, -1.1284], [-6.7657, -1.3992, -1.9789], [-6.3078, 0.9962, -1.8495], [-4.2229, 1.8524, -0.8651]], "atomic_forces_ev_per_a": [[-0.2, -0.1, 0.1], [0.0, -0.1, 0.1], [-0.2, 0.2, -0.1], [0.0, 0.0, -0.1], [-0.3, -0.1, 0.1], [0.3, 0.1, -0.1], [-0.2, 0.0, 0.1], [0.3, 0.0, -0.1], [-0.3, -0.2, 0.1], [0.5, 0.0, -0.6], [-0.1, 0.4, 0.4], [-0.7, -0.2, 0.0], [0.1, 0.1, -0.1], [0.7, 0.4, -0.1], [0.0, -0.6, 0.1], [0.0, 0.0, 0.1], [0.4, -0.1, 0.2], [-0.2, -0.1, -0.1], [0.1, 0.0, 0.0], [-0.1, 0.0, 0.0], [0.0, -0.1, 0.0], [-0.1, 0.2, 0.0], [0.3, 0.6, 0.1], [0.1, -0.7, 0.1], [-0.3, 0.9, -0.3], [0.1, 0.0, 0.1], [0.0, -0.1, 0.0], [0.1, 0.1, 0.0], [0.1, 0.0, 0.0], [-0.6, -0.6, -0.2], [0.1, 0.1, 0.1], [0.0, 0.2, -0.1], [0.1, 0.0, -0.1], [0.0, 0.0, 0.0], [0.1, -0.1, -0.1], [0.1, 0.0, 0.1], [0.0, -0.1, 0.1], [0.0, 0.0, 0.0], [0.1, 0.0, 0.0], [0.2, 0.0, 0.0], [-0.1, 0.0, 0.1], [-0.1, 0.0, 0.1], [0.0, -0.1, 0.0], [-0.1, 0.1, 0.0], [-0.1, 0.0, 0.0], [0.0, 0.0, 0.2], [0.0, 0.1, -0.1], [0.0, 0.0, -0.1], [0.0, 0.0, 0.1], [0.0, -0.1, 0.1], [-0.1, 0.0, -0.1], [-0.1, 0.1, 0.1], [0.0, 0.0, 0.1], [0.1, 0.0, 0.1], [0.1, 0.0, -0.1], [0.0, -0.1, -0.1], [-0.1, 0.0, 0.0], [0.1, 0.1, 0.0], [0.0, 0.0, 0.0], [0.0, -0.1, 0.0], [-0.1, 0.0, 0.0], [-0.1, 0.1, 0.0], [0.0, 0.1, 0.0]], "lumo_ev": -3.1844, "smiles": "CC(C)[C@H]1CC[C@H](C)C[C@@H]1OC(=O)Cn1c(-c2ccccc2)[n+](C)c2ccccc21", "total_charge": 1}

{"formula": "C26H33N3O5S", "method": "ωB97M-V with the def2-TZVPD basis set", "symbols": ["C", "O", "C", "C", "C", "C", "C", "C", "C", "N", "C", "C", "C", "C", "N", "S", "O", "O", "C", "C", "C", "C", "C", "C", "C", "N", "O", "C", "C", "C", "O", "C", "C", "C", "C", "H", "H", "H", "H", "H", "H", "H", "H", "H", "H", "H", "H", "H", "H", "H", "H", "H", "H", "H", "H", "H", "H", "H", "H", "H", "H", "H", "H", "H", "H", "H", "H", "H"], "coordinates": [[-1.8611, 4.2312, -1.5968], [-0.7638, 4.5069, -2.4414], [0.0352, 3.4720, -2.8154], [1.1029, 3.7854, -3.6583], [1.9619, 2.7917, -4.0812], [1.7897, 1.4838, -3.6568], [0.7405, 1.1664, -2.8045], [0.5598, -0.2268, -2.2707], [1.6183, -0.6033, -1.2189], [1.6314, 0.3253, -0.0959], [1.7632, -0.3351, 1.1947], [1.9853, 0.6786, 2.3286], [1.5439, 2.1078, 1.9913], [0.0208, 2.2941, 1.9507], [-0.5918, 1.7154, 0.7743], [-2.0349, 0.9484, 0.8891], [-2.8882, 1.6831, 1.7707], [-2.4718, 0.7427, -0.4665], [-1.7137, -0.7031, 1.5508], [-1.6469, -1.7277, 0.6374], [-1.3784, -3.0340, 1.0479], [-1.2609, -4.1059, 0.0822], [-1.3263, -4.1205, -1.2892], [-1.1169, -5.4797, -1.6305], [-1.0866, -6.0821, -2.9853], [-0.9412, -6.1937, -0.5485], [-1.0265, -5.3613, 0.5146], [-1.2187, -3.2784, 2.4120], [-1.3055, -2.2536, 3.3334], [-1.5364, -0.9409, 2.9158], [-1.5745, 0.1305, 3.7349], [-1.5851, -0.0715, 5.1315], [2.2064, 2.5695, 0.6788], [2.6178, 1.3884, -0.2069], [-0.1456, 2.1572, -2.4039], [-1.5441, 3.7950, -0.6447], [-2.3404, 5.1927, -1.4193], [-2.5731, 3.5510, -2.0722], [1.2324, 4.8087, -3.9735], [2.7775, 3.0388, -4.7451], [2.4714, 0.7131, -3.9875], [0.6291, -0.9532, -3.0843], [-0.4296, -0.2992, -1.8182], [2.6089, -0.6524, -1.6927], [1.3802, -1.6035, -0.8440], [0.8512, -0.9119, 1.3706], [2.6086, -1.0464, 1.1886], [3.0503, 0.7167, 2.5684], [1.4636, 0.3369, 3.2237], [1.8939, 2.7478, 2.8091], [-0.4415, 1.8728, 2.8464], [-0.1971, 3.3698, 1.9476], [0.0877, 1.2105, 0.1909], [-1.8222, -1.4863, -0.3974], [-1.4978, -3.3022, -1.9553], [-2.0401, -5.9220, -3.4857], [-0.8951, -7.1479, -2.9059], [-0.3062, -5.6167, -3.5849], [-1.0244, -4.2859, 2.7460], [-1.1817, -2.4805, 4.3802], [-1.7310, 0.9162, 5.5650], [-2.4073, -0.7248, 5.4347], [-0.6352, -0.4874, 5.4840], [3.0930, 3.1677, 0.8936], [1.5062, 3.1968, 0.1282], [2.6713, 1.7196, -1.2436], [3.6164, 1.0197, 0.0841], [-0.9769, 1.8857, -1.7751]], "atomic_forces_ev_per_a": [[-0.2, 0.0, 0.2], [0.3, 0.0, -0.3], [0.2, 0.1, -0.1], [-0.2, 0.1, 0.1], [0.0, 0.0, 0.0], [0.0, -0.1, 0.0], [0.0, 0.0, -0.2], [0.3, -0.1, 0.1], [-0.2, -0.1, -0.2], [0.1, 0.0, -0.1], [0.0, -0.2, 0.2], [0.0, 0.1, -0.1], [-0.2, -0.1, 0.0], [0.0, 0.5, 0.7], [-1.1, -0.5, 0.1], [0.3, 0.4, -0.3], [0.2, -0.1, 0.2], [0.2, -0.3, 0.0], [-0.3, 0.7, -0.1], [0.0, -0.4, 0.0], [0.0, 0.2, 0.5], [0.0, -0.2, -1.3], [0.1, -0.1, 0.9], [0.0, 0.2, 0.6], [0.0, -0.1, 0.0], [0.1, -1.0, -0.9], [-0.1, 1.0, 0.5], [0.0, 0.0, -0.4], [0.0, 0.3, 0.2], [0.1, -0.1, 0.1], [0.0, -0.2, -0.2], [0.1, 0.0, 0.3], [0.1, -0.1, 0.0], [0.1, 0.3, -0.1], [-0.1, 0.2, 0.0], [0.0, 0.0, -0.1], [0.0, -0.1, 0.0], [0.0, 0.0, 0.0], [0.0, 0.1, 0.0], [0.1, 0.0, -0.1], [0.1, -0.1, 0.0], [-0.1, 0.0, 0.0], [-0.1, -0.1, 0.0], [0.0, -0.1, 0.1], [0.1, 0.0, 0.0], [0.1, 0.0, 0.0], [-0.1, 0.0, 0.0], [0.0, 0.0, 0.0], [0.0, 0.0, 0.1], [-0.1, 0.0, -0.1], [0.2, 0.2, 0.0], [0.1, -0.1, 0.1], [0.1, -0.2, -0.3], [0.0, 0.0, -0.2], [-0.1, 0.2, -0.1], [0.0, 0.0, -0.1], [0.0, -0.1, -0.1], [0.0, 0.0, -0.1], [0.0, -0.1, 0.1], [0.0, 0.0, 0.1], [0.0, -0.1, 0.0], [0.0, 0.0, 0.0], [-0.1, 0.0, 0.0], [0.0, 0.1, 0.0], [0.0, 0.1, -0.1], [0.1, -0.1, 0.1], [0.0, 0.0, -0.1], [-0.1, 0.0, 0.1]], "lumo_ev": 0.2787, "smiles": "COc1cccc(CCN2CCC(CNS(=O)(=O)c3cc(-c4cc(C)no4)ccc3OC)CC2)c1"}